1.
ORCA calculation (wB97M-V/def2-TZVPD) on a cluster of 2 separate species, C3H10N2O2 in total.

energy above the lowest of the compared OMol25 structures with the same formula, charge and spin = 543.17 kJ/mol
M = 106.12 u
total charge = 0

The geometry in XYZ format:
```
17
Properties=species:S:1:pos:R:3:forces:R:3
C 0.8593 1.0036 1.0615 -0.3 -0.1 0.1
C 0.0600 0.7147 -0.1653 -0.9 1.0 0.4
N 1.7635 -0.8780 -0.9367 0.2 0.0 -0.1
C 0.5046 -0.2044 -1.1965 -0.6 -1.1 -0.3
O -0.8094 1.6592 -0.5999 0.7 -0.4 0.1
H -0.9192 2.3578 0.0555 0.0 -0.2 0.2
H 1.6197 -1.8798 -0.9197 0.1 0.1 0.0
H 2.4580 -0.6675 -1.6432 -0.1 0.0 0.1
H 0.3949 0.2229 -2.1977 -0.1 0.0 0.2
H 1.3512 0.0950 1.3933 0.0 0.0 0.0
H 1.6293 1.7502 0.8401 0.0 0.0 -0.1
H 0.2138 1.3770 1.8580 0.0 0.0 0.0
N -2.3331 -1.3744 0.6792 -0.2 0.5 0.6
O -1.0660 -0.8235 0.4408 0.5 -0.8 -0.7
H -0.3836 -0.9907 -0.9381 1.0 1.0 -0.5
H -3.0273 -0.6282 0.6359 0.0 -0.1 0.1
H -2.3158 -1.7340 1.6329 -0.2 0.2 0.1
```
Forces are in eV/Å.

2.
ORCA calculation (wB97M-V/def2-TZVPD) on a structure of composition C3H10N2O2.

energy above the lowest of the compared OMol25 structures with the same formula, charge and spin = 636.89 kJ/mol
M = 106.12 u
total charge = 0

The geometry in XYZ format:
```
17
Properties=species:S:1:pos:R:3:forces:R:3
C -0.5681 -0.6074 -0.9424 -0.4 -0.4 1.9
C -0.5720 0.1422 0.2474 -1.8 -0.1 -1.3
C -0.7683 1.6431 0.1166 0.6 0.1 0.0
N 1.9764 -0.4924 -0.0795 -1.8 -1.1 1.2
N -1.2620 -0.5133 1.3265 0.0 -0.4 0.2
O 3.0965 -0.4406 -0.9818 0.3 1.0 -0.1
O -0.9596 -1.8895 -0.9436 0.4 1.0 0.1
H 3.5080 0.4320 -0.9108 -0.3 -0.2 0.3
H -1.2005 -2.0718 -0.0062 0.1 0.0 -0.2
H 1.7290 -1.4869 -0.1211 0.2 0.6 0.2
H -0.2460 -0.2336 -1.9018 0.1 0.0 0.0
H 0.9290 0.0339 0.4390 2.6 -0.3 -2.3
H -0.9662 -0.1756 2.2362 0.0 -0.2 -0.2
H -2.2727 -0.4263 1.2654 0.0 0.2 0.1
H -1.8159 1.9054 -0.0606 0.0 -0.1 0.1
H -0.4353 2.1460 1.0284 -0.1 0.0 -0.1
H -0.1724 2.0349 -0.7119 0.0 0.0 0.0
```
Forces are in eV/Å.

3.
ORCA calculation (wB97M-V/def2-TZVPD) on a cluster of 2 separate species, C3H10N2O2 in total.

structure (SMILES) = NCNCC=O.O
energy above the lowest of the compared OMol25 structures with the same formula, charge and spin = 202.59 kJ/mol
M = 106.12 u
total charge = 0

The geometry in XYZ format:
```
17
Properties=species:S:1:pos:R:3:forces:R:3
N -0.5896 1.7248 -1.6332 -0.4 -0.2 -0.6
C -0.1355 1.7138 -0.2691 0.3 0.4 0.7
N -0.1461 0.3488 0.2124 -0.3 0.0 -0.2
C 0.6880 -0.0032 1.3521 0.5 -0.6 -1.4
C 0.3684 -1.4665 1.6466 0.2 0.5 0.3
O -0.7519 -1.8605 1.7812 -0.2 -0.2 0.1
H -0.4092 2.5756 -2.1334 -0.1 0.6 0.2
H -0.1481 1.0163 -2.1957 0.2 -0.5 0.2
H 0.8623 2.1446 -0.1117 0.2 -0.2 -0.1
H -0.8070 2.3477 0.3300 0.0 0.0 -0.1
H -1.1031 0.0651 0.3650 -0.1 -0.2 0.2
H 0.6385 0.6275 2.2391 -0.3 0.1 0.2
H 1.7161 -0.0022 0.9703 0.1 0.3 0.4
H 1.2420 -2.1435 1.6977 -0.1 -0.1 0.1
O -0.8571 -2.4835 -1.4015 0.3 -0.5 -0.2
H -0.0543 -3.0108 -1.5049 -0.3 -0.1 0.0
H -0.5133 -1.5939 -1.3448 0.0 0.7 0.2
```
Forces are in eV/Å.

4.
ORCA calculation (wB97M-V/def2-TZVPD) on a cluster of 2 separate species, C3H10N2O2S in total.

structure (SMILES) = NC(=O)[C@@H](N)CS.O
energy above the lowest of the compared OMol25 structures with the same formula, charge and spin = 172.45 kJ/mol
M = 138.19 u
total charge = 0

The geometry in XYZ format:
```
18
Properties=species:S:1:pos:R:3:forces:R:3
N -0.9714 1.5956 -1.9070 -1.7 0.7 -0.1
C 0.0808 1.1271 -1.1841 2.1 0.6 0.8
O 1.0993 1.7970 -0.8890 -2.6 -1.0 -1.1
C -0.1271 -0.3348 -0.7848 0.8 -0.5 2.4
N 0.9599 -1.2394 -0.4972 1.4 -0.6 -5.1
C -0.9828 -0.3778 0.5440 -2.3 1.4 -0.8
S -1.1489 -2.0642 1.3271 0.2 0.2 -0.9
H -1.8735 1.0524 -2.0268 1.9 0.8 0.4
H -1.1035 2.6169 -1.9392 0.3 -0.9 -0.1
H -0.7665 -0.7140 -1.5354 -0.6 -0.9 -1.0
H 1.7422 -1.4713 -1.2355 -2.3 1.2 2.1
H 1.2669 -1.1581 0.4077 1.4 0.5 2.2
H -1.9957 0.1002 0.1483 1.5 -1.5 1.2
H -0.7292 0.2908 1.3937 0.7 -0.3 -0.9
H -0.1835 -2.7280 0.5794 -0.9 0.8 0.5
O 1.9013 1.5263 1.6430 -0.4 0.4 0.1
H 1.4358 1.9961 0.9076 1.0 -0.7 0.5
H 2.8383 1.4755 1.4141 -0.4 0.2 -0.2
```
Forces are in eV/Å.

Computed DFT total energy, in the same sequence as the records: -10343.858 -10342.887 -10347.388 -21182.974 eV.